This record from the Open Molecules 2025 dataset describes a molecular structure, C32H57N2O2P2Pb in a non-equilibrium geometry. The level of theory is ωB97M-V/def2-TZVPD.

Cartesian coordinates (Å):
Pb (0.571, 0.173, 0.573)
P (3.062, -0.768, 0.069)
P (-2.864, 0.014, -0.743)
O (1.507, 2.448, 1.901)
O (1.150, 3.908, -0.439)
N (-1.010, -1.697, 0.221)
N (0.632, -0.672, -1.831)
C (4.433, 0.487, -0.268)
C (2.795, -3.423, 0.969)
C (4.871, -2.243, 1.718)
C (1.093, 3.144, 2.863)
C (-1.950, 2.667, -0.198)
C (2.935, -1.602, -1.570)
C (-3.786, 2.518, -1.851)
C (2.647, -1.611, 2.705)
C (-1.877, -0.559, -2.089)
C (-5.673, -0.077, -1.698)
C (1.750, -1.126, -2.419)
C (-0.162, 2.828, 3.608)
C (-2.460, -4.240, 0.984)
C (0.807, -0.854, -4.609)
C (-1.824, -4.015, -0.389)
C (1.205, 2.763, -0.376)
C (4.010, 1.344, -1.474)
C (3.376, -2.072, 1.422)
C (-4.244, 2.081, 0.628)
C (-4.248, -1.994, -2.238)
C (5.772, -0.193, -0.599)
C (-2.693, -4.645, -1.458)
C (-1.615, -2.456, -0.501)
C (1.807, 4.392, 3.269)
C (-4.859, -1.584, 0.161)
C (-0.523, -0.544, -2.587)
C (-4.513, -0.923, -1.177)
C (1.880, -1.237, -3.803)
C (-0.437, -4.637, -0.492)
C (4.567, 1.383, 0.974)
C (-3.255, 1.942, -0.543)
C (-0.388, -0.516, -4.004)
H (-3.905, 3.605, -1.723)
H (-5.438, 0.370, -2.673)
H (-5.077, -0.851, 0.951)
H (1.166, 5.255, 3.028)
H (-1.188, 2.544, -0.979)
H (-3.506, -3.902, 0.998)
H (-2.297, -4.445, -2.456)
H (-3.296, -2.493, -2.042)
H (2.828, -1.587, -4.212)
H (3.397, -3.890, 0.176)
H (1.976, 4.402, 4.355)
H (2.760, 4.483, 2.738)
H (6.214, -0.701, 0.265)
H (2.880, -2.322, 3.510)
H (3.095, 1.918, -1.269)
H (-3.083, 2.343, -2.677)
H (-6.522, -0.757, -1.868)
H (0.181, -4.331, 0.356)
H (3.856, 0.739, -2.377)
H (4.977, -3.022, 2.490)
H (0.056, -4.325, -1.423)
H (-2.150, 3.749, -0.116)
H (4.821, 2.058, -1.686)
H (-1.527, 2.352, 0.766)
H (-4.026, -2.208, 0.504)
H (-4.473, 3.148, 0.768)
H (3.618, 1.871, 1.246)
H (5.691, -0.910, -1.426)
H (-2.546, -0.434, -2.963)
H (1.552, -1.605, 2.578)
H (0.907, -0.868, -5.691)
H (-4.763, 2.120, -2.136)
H (5.323, -1.326, 2.121)
H (2.792, -4.111, 1.830)
H (5.302, 2.174, 0.758)
H (3.859, -1.435, -2.140)
H (-0.509, 1.800, 3.435)
H (-1.274, -0.295, -4.595)
H (-5.056, -2.737, -2.200)
H (-2.449, -5.300, 1.271)
H (-0.006, 2.978, 4.687)
H (-4.209, -1.594, -3.258)
H (-0.949, 3.535, 3.291)
H (-6.015, 0.698, -1.005)
H (-5.745, -2.223, 0.039)
H (-0.468, -5.737, -0.484)
H (-2.726, -5.737, -1.341)
H (6.481, 0.589, -0.912)
H (-5.193, 1.554, 0.468)
H (5.428, -2.582, 0.835)
H (4.924, 0.824, 1.851)
H (1.758, -3.320, 0.621)
H (-3.807, 1.700, 1.563)
H (2.972, -0.612, 3.031)
H (-1.912, -3.674, 1.750)
H (2.873, -2.696, -1.428)
H (-3.733, -4.316, -1.393)

Charge: +1
Frontier orbital gap, eV: 5.64



This record from the Open Molecules 2025 dataset describes 6 unconnected molecules or ions with the total composition C41H91N5O3 in a non-equilibrium geometry. The level of theory is ωB97M-V/def2-TZVPD.

Cartesian coordinates (Å):
O (-1.602, 0.173, -0.620)
O (-0.211, 1.368, -1.776)
O (-0.544, -0.725, -2.363)
N (3.446, 1.087, -0.250)
N (-1.007, -4.040, -1.659)
N (-2.956, 3.134, 1.777)
N (-0.630, 3.634, -5.155)
N (2.070, -2.938, 4.782)
C (-0.723, 2.081, -5.152)
C (0.151, -1.488, 3.677)
C (1.664, -4.633, 6.659)
C (-2.715, -5.282, -0.318)
C (-1.128, 4.274, -3.828)
C (-2.356, -0.001, -5.202)
C (2.304, 1.805, 1.786)
C (-0.649, -3.666, -3.120)
C (2.125, 2.961, 0.880)
C (-0.728, 0.301, -1.496)
C (-2.190, 1.541, -5.031)
C (-2.108, 4.380, 1.235)
C (1.007, -2.854, 3.645)
C (0.795, 4.230, -5.345)
C (3.245, 0.383, -1.586)
C (2.947, 2.644, -0.371)
C (0.840, 5.488, -4.418)
C (0.282, -4.358, -0.816)
C (-3.905, 4.439, 5.485)
C (-2.704, -3.844, 0.186)
C (-1.925, 4.086, -0.259)
C (3.244, -1.174, -1.619)
C (2.397, 0.651, 0.798)
C (0.104, 5.008, -3.187)
C (2.950, -4.203, 4.624)
C (-3.874, 3.455, 2.978)
C (-2.103, -5.152, -1.774)
C (-3.097, 4.036, 4.199)
C (0.945, -5.741, -1.215)
C (1.243, -3.248, 6.084)
C (-1.480, 4.143, -6.281)
C (2.388, -5.886, -0.724)
C (-0.890, -1.499, 2.585)
C (-1.933, 2.011, 2.230)
C (3.038, -1.729, -3.022)
C (2.990, -1.777, 4.984)
C (3.063, -4.743, 6.047)
C (-1.849, -3.091, -0.817)
C (-3.250, 3.451, -0.681)
C (4.912, 1.014, 0.278)
C (-3.726, 2.627, 0.512)
H (-3.304, 4.959, 6.231)
H (3.394, -5.778, 5.962)
H (-4.398, 2.519, 3.172)
H (4.137, -1.675, -1.246)
H (-1.360, 3.522, -3.074)
H (-1.298, 2.203, 3.095)
H (-1.133, -2.392, -0.386)
H (-3.616, -5.893, -0.271)
H (2.377, -0.931, 5.296)
H (0.291, 6.371, -4.745)
H (-1.503, -3.170, -3.580)
H (1.548, -4.829, 7.725)
H (2.313, 2.822, -1.240)
H (-1.192, 5.191, -6.355)
H (-2.729, 5.246, 1.464)
H (-1.692, 4.960, -0.867)
H (-3.098, 2.795, -1.538)
H (1.545, 3.578, -4.898)
H (2.306, 0.717, -2.028)
H (1.588, -2.891, 2.724)
H (3.202, 1.709, 2.396)
H (-3.414, -0.225, -5.062)
H (-2.823, -4.815, -2.520)
H (0.887, -0.740, 3.381)
H (-0.083, 1.992, -4.274)
H (-1.823, -6.150, -2.113)
H (-0.045, -0.106, -2.900)
H (-4.568, 4.193, 2.575)
H (-1.386, 1.798, 1.311)
H (-1.967, -5.742, 0.328)
H (3.742, -4.075, 6.578)
H (3.528, -1.691, 4.041)
H (-3.726, -3.466, 0.225)
H (1.118, -5.749, -2.291)
H (0.638, 4.274, -2.584)
H (-2.473, -2.445, -1.433)
H (1.101, 3.201, 0.594)
H (-2.334, 3.282, 4.392)
H (-2.252, -3.655, 1.160)
H (-2.700, 1.258, 2.411)
H (-0.160, -1.230, 4.689)
H (4.011, 0.833, -2.217)
H (1.563, -2.503, 6.813)
H (-2.517, 1.846, -4.036)
H (2.192, -6.075, 0.331)
H (0.473, -3.803, 3.693)
H (-1.162, 3.585, -7.162)
H (1.881, 5.801, -4.334)
H (-0.307, 5.845, -2.622)
H (5.347, 0.015, 0.271)
H (-4.790, 2.743, 0.714)
H (0.225, -3.017, -3.066)
H (0.962, -3.517, -0.954)
H (3.707, -1.937, 5.790)
H (-1.599, -0.714, 2.846)
H (2.493, -4.994, 4.029)
H (-2.568, 4.912, 3.825)
H (0.991, 4.426, -6.399)
H (-3.961, 4.250, -0.889)
H (-2.193, -0.269, -6.246)
H (2.015, -1.763, -3.396)
H (2.711, -0.326, 1.165)
H (0.966, -5.380, 6.279)
H (-3.446, 1.597, 0.291)
H (-0.493, -4.513, -3.788)
H (0.300, -6.581, -0.957)
H (3.772, 3.356, -0.382)
H (5.495, 1.721, -0.312)
H (3.720, -1.215, -3.700)
H (2.493, -1.578, -0.940)
H (2.954, -4.955, -0.722)
H (-1.059, 3.438, -0.396)
H (2.479, 3.827, 1.439)
H (-1.211, 4.437, 1.852)
H (-1.743, -0.589, -4.519)
H (-0.038, -4.364, 0.226)
H (4.879, 1.440, 1.281)
H (-2.535, 4.038, -6.026)
H (-4.047, 3.478, 5.980)
H (-1.933, 4.963, -4.086)
H (-0.192, 1.641, -5.996)
H (1.426, 1.816, 2.431)
H (-4.888, 4.878, 5.311)
H (3.421, -2.747, -3.097)
H (-1.405, -2.457, 2.654)
H (0.193, -3.325, 5.804)
H (1.405, 0.382, 0.434)
H (-0.603, -1.401, 1.538)
H (3.914, -3.942, 4.187)
H (-2.833, 2.154, -5.663)
H (3.032, -6.731, -0.968)

Charge: +3
⟨S²⟩: 0.75
2S+1: 2
Frontier orbital gap (alpha / beta), eV: 2.84 / 9.62



This record from the Open Molecules 2025 dataset describes a single C6H10BrCl molecule in a non-equilibrium geometry. The level of theory is ωB97M-V/def2-TZVPD.

Cartesian coordinates (Å):
Br (2.240, -0.828, -0.595)
Cl (-1.094, 1.910, 0.437)
C (0.418, -0.096, -0.714)
C (0.801, 0.618, 1.943)
C (-1.268, -0.912, 0.759)
C (0.362, 0.806, -1.950)
C (-0.117, 0.447, 0.720)
C (-0.699, -1.228, -0.620)
H (-1.352, -1.071, -1.521)
H (1.264, 1.612, 2.126)
H (-0.276, -2.216, -0.777)
H (0.128, 0.145, -2.765)
H (0.120, 0.412, 2.825)
H (-0.877, -1.622, 1.457)
H (-2.307, -0.804, 0.889)
H (-0.405, 1.690, -2.001)
H (1.675, 0.007, 1.930)
H (1.387, 1.131, -2.143)

Energy relative to the best compared isomer or geometry (same formula, charge and spin), kcal per mole: 17.2
SMILES: C[C@]1(Cl)CC[C@]1(C)Br
Frontier orbital gap, eV: 10.67



This record from the Open Molecules 2025 dataset describes a molecular structure, C4H5NO in a non-equilibrium geometry. The level of theory is ωB97M-V/def2-TZVPD.

Cartesian coordinates (Å):
O (0.250, 2.445, 0.503)
N (0.489, 0.416, 1.496)
C (-0.229, 0.510, -0.868)
C (-0.593, -0.853, -0.803)
C (-0.652, -2.058, -0.594)
C (0.208, 1.230, 0.441)
H (-0.620, 1.230, -1.578)
H (0.223, -0.557, 1.475)
H (0.363, -0.285, -1.681)
H (-0.067, -2.931, -0.788)
H (0.628, 0.852, 2.397)

Energy relative to the best compared isomer or geometry (same formula, charge and spin), kcal per mole: 85.7
Frontier orbital gap, eV: 9.94



This record from the Open Molecules 2025 dataset describes a molecular structure, C3H7NO in a non-equilibrium geometry. The level of theory is ωB97M-V/def2-TZVPD.

Cartesian coordinates (Å):
O (1.564, 0.493, 0.832)
N (-0.484, 1.048, -0.853)
C (-0.192, -0.335, -0.591)
C (-1.226, 0.123, 0.330)
C (1.180, -0.600, 0.045)
H (1.176, 1.259, 0.365)
H (-2.232, -0.242, 0.130)
H (-0.506, -1.087, -1.320)
H (1.915, -0.818, -0.744)
H (1.119, -1.485, 0.692)
H (-1.388, 1.330, -0.239)
H (-0.927, 0.314, 1.353)

Energy relative to the best compared isomer or geometry (same formula, charge and spin), kcal per mole: 101.7
Frontier orbital gap, eV: 10.07



This record from the Open Molecules 2025 dataset describes a gas-phase ion, C9H11N4 (charge +1) in a non-equilibrium geometry. The level of theory is ωB97M-V/def2-TZVPD.

Cartesian coordinates (Å):
N (-2.788, 0.826, -0.303)
N (0.518, -0.065, 0.851)
N (1.485, -1.068, 0.477)
N (0.462, 2.216, -0.080)
C (1.256, 1.252, 0.593)
C (-1.438, -1.575, 0.229)
C (-0.832, -0.338, 0.473)
C (-2.769, -1.534, -0.176)
C (2.117, -0.460, -0.681)
C (2.527, 0.880, -0.155)
C (-1.543, 0.865, 0.143)
C (-3.374, -0.371, -0.368)
C (-0.813, 2.137, -0.077)
H (2.723, 1.655, -1.019)
H (-3.246, -2.458, -0.206)
H (1.065, -1.970, 0.369)
H (-0.815, -2.466, 0.229)
H (-1.395, 2.981, -0.499)
H (-4.493, -0.438, -0.486)
H (3.402, 0.867, 0.372)
H (1.381, -0.341, -1.526)
H (1.673, 1.631, 1.555)
H (2.081, -1.141, 1.290)
H (2.815, -1.083, -1.004)

Energy relative to the best compared isomer or geometry (same formula, charge and spin), kcal per mole: 73.5
SMILES: C1=N[C@@H]2CC[NH2+]N2c2cccnc21
Charge: +1
Frontier orbital gap, eV: 8.94



This record from the Open Molecules 2025 dataset describes a single C2H3N5O molecule in a non-equilibrium geometry. The level of theory is ωB97M-V/def2-TZVPD.

Cartesian coordinates (Å):
O (0.507, 1.224, -0.192)
N (-1.424, 0.522, -0.080)
N (1.578, -1.355, -0.130)
N (-2.557, -0.363, -0.187)
N (2.580, -0.311, -0.081)
N (0.391, -1.139, -0.074)
C (1.998, 0.788, 0.016)
C (-0.259, 0.014, -0.190)
H (-3.338, 0.167, 0.587)
H (2.804, 1.711, 0.091)
H (-2.279, -1.259, 0.238)

Energy relative to the best compared isomer or geometry (same formula, charge and spin), kcal per mole: 160.9
SMILES: N/N=c1\nnnco1
Frontier orbital gap, eV: 8.01



This record from the Open Molecules 2025 dataset describes 2 unconnected molecules or ions with the total composition C7H12N2 in a non-equilibrium geometry. The level of theory is ωB97M-V/def2-TZVPD.

Cartesian coordinates (Å):
N (-1.008, 2.016, 1.739)
N (-1.101, -2.610, -1.807)
C (-0.884, -1.896, -0.552)
C (0.218, 0.084, 1.227)
C (0.150, 0.209, -1.665)
C (0.008, 1.556, 1.128)
C (1.480, -0.416, 1.377)
C (-0.275, -0.586, -0.824)
C (0.888, 2.273, 0.175)
H (-1.544, -3.507, -1.628)
H (-1.714, -2.075, -2.413)
H (0.522, 3.264, -0.081)
H (2.332, 0.051, 0.910)
H (-0.200, -2.486, 0.066)
H (-1.803, -1.734, 0.037)
H (0.847, 1.583, -0.797)
H (0.237, 0.722, -2.588)
H (-0.578, -0.395, 1.786)
H (1.920, 2.323, 0.521)
H (-1.144, 3.016, 1.590)
H (1.651, -1.393, 1.802)

Energy relative to the best compared isomer or geometry (same formula, charge and spin), kcal per mole: 105.0
SMILES: [H]/N=C(\C)C=C.C#CCN
Frontier orbital gap, eV: 8.60



no.,E_tot (hartree)
1,-2388.7189
2,-2115.1664
3,-3268.7651
4,-285.2780
5,-248.3644
6,-568.2298
7,-426.8012
8,-383.2559